[1]
{"formula": "C20H28N2O5PdSi", "method": "ωB97M-V/def2-TZVPD", "elements": ["Pd", "C", "C", "O", "N", "C", "C", "C", "C", "C", "C", "N", "H", "H", "H", "H", "H", "H", "H", "H", "H", "H", "C", "O", "C", "C", "C", "C", "C", "C", "O", "C", "O", "C", "H", "H", "H", "H", "H", "H", "H", "H", "H", "C", "Si", "C", "C", "O", "H", "H", "H", "H", "H", "H", "H", "H", "H"], "coordinates": [[1.577, 0.076, 0.305], [4.458, 0.686, 0.416], [3.477, 0.140, -0.629], [3.007, 0.886, -1.544], [3.889, -1.223, -0.979], [2.817, -2.100, -1.422], [2.088, -2.757, -0.269], [1.474, -4.004, -0.404], [0.769, -4.536, 0.657], [0.707, -3.815, 1.840], [1.373, -2.600, 1.897], [2.062, -2.082, 0.881], [4.378, 1.763, 0.481], [5.484, 0.409, 0.115], [4.251, 0.274, 1.402], [4.321, -1.632, -0.167], [3.211, -2.881, -2.075], [2.091, -1.514, -1.983], [1.513, -4.510, -1.361], [0.259, -5.489, 0.560], [0.143, -4.167, 2.695], [1.343, -1.994, 2.796], [-4.908, 2.910, 0.200], [-4.017, 4.008, 0.146], [-2.696, 3.708, 0.350], [-1.798, 4.771, 0.113], [-0.451, 4.517, 0.272], [0.068, 3.284, 0.702], [1.519, 3.066, 0.834], [2.483, 3.876, -0.014], [2.003, 2.201, 1.553], [-0.857, 2.194, 0.982], [-0.506, 1.058, 1.366], [-2.264, 2.475, 0.751], [-5.887, 3.284, -0.097], [-4.975, 2.493, 1.211], [-4.603, 2.109, -0.479], [-2.172, 5.736, -0.206], [0.235, 5.335, 0.085], [2.047, 4.770, -0.464], [2.805, 3.199, -0.815], [3.355, 4.148, 0.586], [-2.941, 1.646, 0.924], [-1.919, -3.585, -1.660], [-1.587, -1.871, -0.859], [-2.985, -0.818, -1.616], [-2.115, -2.110, 0.942], [-0.135, -1.304, -1.123], [-2.904, -3.984, -1.366], [-1.151, -4.321, -1.369], [-1.898, -3.497, -2.759], [-3.965, -1.320, -1.536], [-2.775, -0.630, -2.682], [-3.049, 0.163, -1.115], [-3.210, -2.085, 1.045], [-1.683, -1.289, 1.540], [-1.754, -3.068, 1.345]], "forces_ev_per_a": [[0.6, 0.1, -0.3], [0.1, -0.1, -0.2], [-0.5, 0.0, -0.1], [0.2, -0.2, 0.4], [-0.2, 0.2, -0.2], [0.1, 0.0, 0.2], [0.0, -0.1, -0.2], [0.1, 0.1, 0.0], [0.1, -0.1, 0.0], [0.2, 0.1, 0.1], [-0.1, -0.1, 0.2], [-0.2, -0.1, 0.0], [-0.1, 0.1, 0.0], [-0.2, 0.1, 0.0], [0.0, -0.1, 0.1], [0.1, -0.1, 0.3], [0.1, -0.1, -0.1], [-0.2, 0.0, 0.0], [0.0, 0.0, 0.0], [0.0, 0.1, 0.0], [0.0, 0.0, 0.0], [0.0, 0.0, 0.0], [0.0, 0.1, 0.0], [-0.6, -0.1, -0.1], [0.4, -0.1, 0.1], [0.1, -0.1, 0.0], [0.0, -0.1, 0.1], [0.0, 0.1, -0.1], [-0.6, 0.1, -0.2], [0.0, 0.2, -0.1], [0.2, 0.0, 0.4], [0.0, 0.0, -0.1], [0.0, -0.2, 0.0], [0.2, 0.1, 0.1], [0.0, 0.1, 0.0], [0.0, 0.0, 0.0], [0.0, 0.0, 0.0], [0.0, 0.0, 0.0], [0.0, 0.0, 0.0], [0.1, -0.1, 0.0], [0.0, 0.0, 0.1], [0.0, 0.0, 0.0], [0.1, 0.1, 0.0], [0.0, -0.2, -0.1], [0.3, 0.3, -0.3], [-0.1, 0.3, -0.1], [0.1, 0.0, 0.4], [-0.3, -0.4, 0.1], [0.2, 0.1, -0.1], [-0.2, 0.2, -0.1], [0.0, 0.0, 0.2], [0.2, 0.1, 0.0], [-0.1, 0.0, 0.2], [0.0, -0.3, -0.1], [0.1, 0.0, 0.0], [-0.1, -0.2, -0.1], [-0.1, 0.2, -0.1]], "homo_ev": -0.450, "energy_ha": -1682.0336, "total_charge": -2, "lumo_energy_ev": 5.041, "gap_ev": 5.49, "de_lowest_kj_mol": 189.0}

[2]
{"formula": "C19H22N4O2S2", "method": "ωB97M-V/def2-TZVPD", "elements": ["C", "C", "C", "C", "C", "C", "C", "N", "N", "C", "N", "C", "C", "C", "C", "C", "S", "O", "O", "N", "C", "C", "C", "S", "C", "C", "C", "H", "H", "H", "H", "H", "H", "H", "H", "H", "H", "H", "H", "H", "H", "H", "H", "H", "H", "H", "H", "H", "H"], "coordinates": [[7.893, 1.371, -3.517], [7.137, 0.086, -3.828], [5.702, 0.050, -3.376], [5.102, 1.067, -2.643], [3.783, 0.972, -2.246], [3.016, -0.148, -2.567], [1.623, -0.217, -2.135], [1.032, 0.882, -1.857], [-0.241, 0.899, -1.410], [-0.858, -0.025, -0.618], [-1.885, 0.327, 0.034], [-2.683, -0.486, 0.806], [-3.287, -1.640, 0.296], [-4.157, -2.382, 1.071], [-4.445, -1.992, 2.371], [-3.852, -0.845, 2.864], [-4.200, -0.295, 4.529], [-5.134, -1.196, 5.149], [-2.968, -0.033, 5.213], [-4.928, 1.203, 4.211], [-4.891, 2.100, 5.345], [-6.243, 1.024, 3.641], [-2.987, -0.086, 2.109], [-0.068, -1.621, -0.499], [0.924, -1.542, -2.038], [3.612, -1.168, -3.310], [4.929, -1.062, -3.705], [7.408, 2.227, -3.980], [8.906, 1.302, -3.908], [7.955, 1.536, -2.444], [7.659, -0.757, -3.364], [7.156, -0.088, -4.908], [5.664, 1.945, -2.370], [3.325, 1.763, -1.675], [-0.610, 1.839, -1.316], [-3.072, -1.941, -0.719], [-4.613, -3.271, 0.662], [-5.113, -2.550, 3.005], [-5.625, 1.826, 6.112], [-5.086, 3.117, 5.004], [-3.892, 2.040, 5.771], [-6.630, 1.991, 3.322], [-6.151, 0.371, 2.775], [-6.937, 0.568, 4.356], [-2.541, 0.798, 2.534], [1.613, -2.380, -1.978], [0.240, -1.681, -2.880], [3.043, -2.037, -3.605], [5.374, -1.859, -4.284]], "forces_ev_per_a": [[-0.1, -0.2, -0.1], [0.2, 0.1, 0.0], [-0.1, -0.1, -0.1], [0.1, -0.1, -0.1], [-0.2, -0.2, 0.0], [0.6, 0.2, -0.2], [-0.7, 0.0, 0.3], [0.8, 0.0, -0.3], [-0.4, 0.3, -0.4], [0.0, -0.8, 0.4], [0.4, 0.8, -0.4], [-0.4, -0.5, 0.4], [0.0, 0.1, 0.0], [0.0, 0.0, 0.1], [-0.1, -0.1, 0.2], [-0.2, 0.0, 0.5], [-0.1, 0.3, -0.1], [-0.1, 0.0, -0.3], [0.1, 0.2, -0.1], [0.7, -0.9, 0.0], [0.2, 0.1, 0.4], [-0.4, -0.1, -0.2], [0.3, -0.1, -0.3], [0.0, 0.3, -0.2], [-0.5, 0.2, 0.3], [-0.1, 0.1, 0.1], [0.1, 0.1, 0.0], [0.0, 0.1, 0.0], [0.1, 0.1, 0.0], [0.0, 0.1, 0.1], [0.0, 0.0, -0.1], [0.0, -0.1, 0.0], [0.1, 0.1, 0.0], [0.0, 0.1, 0.1], [0.1, -0.3, 0.1], [0.0, 0.0, -0.1], [-0.1, -0.1, 0.0], [-0.1, -0.1, 0.0], [0.0, 0.1, 0.0], [0.0, 0.0, 0.0], [0.0, 0.2, 0.1], [0.0, 0.0, 0.0], [-0.2, 0.0, -0.1], [0.0, 0.1, -0.1], [0.1, 0.2, -0.1], [0.0, 0.0, -0.1], [0.1, 0.0, 0.0], [-0.1, -0.1, 0.0], [0.1, -0.1, -0.1]], "homo_ev": -8.180, "energy_ha": -1903.0554, "lumo_energy_ev": 0.217, "smiles": "CCc1ccc(C2=NN/C(=N/c3cccc(S(=O)(=O)N(C)C)c3)SC2)cc1", "gap_ev": 8.40, "de_lowest_kj_mol": 366.0}

[3]
{"formula": "C25H29N10Pt", "method": "ωB97M-V/def2-TZVPD", "elements": ["Pt", "C", "N", "C", "C", "C", "C", "C", "C", "C", "N", "C", "C", "C", "C", "C", "C", "N", "C", "C", "H", "H", "H", "H", "H", "H", "H", "H", "H", "H", "H", "H", "H", "H", "H", "H", "H", "H", "H", "H", "N", "C", "N", "C", "N", "C", "C", "N", "C", "C", "N", "H", "H", "H", "H", "H", "N", "C", "C", "C", "N", "H", "H", "H", "H"], "coordinates": [[0.667, -0.160, -0.014], [-2.392, 3.160, -0.161], [-2.243, 1.759, -0.454], [-1.797, 1.484, -1.790], [-2.807, 0.819, 0.353], [-3.854, 1.185, 1.232], [-4.549, 0.248, 1.962], [-4.231, -1.107, 1.847], [-3.177, -1.497, 1.038], [-2.426, -0.569, 0.302], [-1.294, -0.992, -0.361], [-1.352, -2.087, -1.157], [-2.578, -2.518, -1.729], [-2.626, -3.615, -2.552], [-1.454, -4.306, -2.862], [-0.231, -3.870, -2.362], [-0.157, -2.773, -1.524], [1.097, -2.323, -0.978], [2.143, -2.247, -2.000], [1.497, -3.165, 0.155], [-3.334, 3.553, -0.562], [-1.586, 3.720, -0.636], [-2.367, 3.344, 0.912], [-2.463, 1.981, -2.505], [-1.804, 0.425, -2.028], [-0.798, 1.892, -1.959], [-4.197, 2.207, 1.251], [-5.364, 0.562, 2.596], [-4.813, -1.845, 2.378], [-2.898, -2.539, 0.983], [-3.476, -1.957, -1.516], [-3.566, -3.934, -2.973], [-1.484, -5.175, -3.502], [0.661, -4.424, -2.619], [2.359, -3.223, -2.440], [3.067, -1.886, -1.554], [1.831, -1.570, -2.797], [1.570, -4.214, -0.142], [0.760, -3.095, 0.956], [2.469, -2.850, 0.527], [0.603, 0.912, 4.346], [0.291, -0.046, 3.464], [0.453, 0.431, 2.241], [0.874, 1.722, 2.436], [0.965, 2.013, 3.714], [1.232, 2.621, 1.356], [1.859, 3.857, 1.611], [2.224, 4.624, 0.620], [2.012, 4.258, -0.622], [1.381, 3.039, -0.888], [0.999, 2.240, 0.097], [0.593, 0.891, 5.361], [-0.028, -1.036, 3.725], [2.063, 4.184, 2.621], [2.340, 4.924, -1.407], [1.210, 2.725, -1.909], [3.734, -0.015, 0.983], [4.967, 0.402, 0.651], [4.905, 0.876, -0.642], [3.575, 0.709, -1.022], [2.872, 0.166, -0.030], [3.451, -0.461, 1.845], [5.795, 0.336, 1.327], [5.706, 1.276, -1.229], [3.120, 0.956, -1.961]], "forces_ev_per_a": [[1.7, -2.3, -1.8], [-0.5, 0.9, 0.1], [-0.5, -1.5, 0.9], [0.3, -0.1, -1.1], [0.6, 1.4, -0.2], [-0.4, 0.0, 0.5], [0.3, 1.2, -0.6], [1.2, -1.3, -0.8], [-1.9, -0.7, 0.7], [1.5, -0.4, -0.8], [0.2, 2.5, 1.2], [0.3, -1.2, -0.4], [0.1, 0.1, 0.3], [0.1, -0.2, -0.1], [-0.2, 0.2, 0.2], [0.3, 0.2, 0.4], [-0.7, 0.0, -0.2], [-0.6, 2.0, 0.7], [0.6, 0.1, -0.6], [0.1, -0.6, 0.5], [0.0, 0.0, 0.0], [0.0, -0.2, 0.0], [0.0, 0.0, -0.1], [0.0, 0.1, 0.2], [0.0, 0.2, 0.0], [0.0, -0.2, 0.1], [0.1, 0.1, 0.1], [-0.1, 0.1, 0.0], [0.2, -0.1, 0.2], [0.0, 0.0, 0.0], [-0.1, 0.1, -0.1], [-0.1, 0.0, -0.1], [0.0, 0.0, -0.1], [0.0, 0.0, 0.0], [-0.1, 0.0, 0.1], [-0.1, 0.0, 0.0], [0.0, -0.1, 0.1], [0.1, 0.0, -0.1], [0.0, 0.0, -0.1], [0.0, 0.1, 0.0], [-0.2, -0.5, -0.2], [0.0, 0.0, -0.1], [0.1, 0.4, -0.2], [-0.3, -1.0, 1.0], [0.4, 1.2, -0.3], [0.4, 1.0, -0.2], [-0.6, -1.1, 0.2], [0.6, 1.2, 0.2], [-0.5, -0.8, -0.3], [0.3, 0.6, -0.4], [-0.5, -0.8, 0.5], [0.0, 0.0, -0.2], [-0.1, -0.2, 0.1], [0.0, 0.0, 0.1], [0.0, 0.0, -0.1], [0.0, -0.1, 0.0], [0.0, -0.1, 0.5], [-0.1, 0.0, -0.3], [-0.2, -0.1, 0.2], [0.2, 0.1, 0.0], [-2.0, -0.3, 0.2], [0.0, 0.1, -0.1], [0.1, -0.1, 0.2], [0.2, 0.1, -0.1], [-0.2, 0.0, -0.1]], "homo_ev": [-16.778, -16.784], "energy_ha": -1635.8939, "total_charge": 3, "lumo_energy_ev": [-11.889, -11.886], "gap_ev": [4.89, 4.90]}

[4]
{"formula": "C21H51NO5Ti", "method": "ωB97M-V/def2-TZVPD", "elements": ["Ti", "C", "C", "C", "O", "H", "H", "H", "H", "H", "H", "H", "H", "C", "C", "C", "O", "H", "H", "H", "H", "H", "H", "H", "H", "C", "C", "C", "O", "H", "H", "H", "H", "H", "H", "H", "H", "C", "C", "C", "O", "H", "H", "H", "H", "H", "H", "H", "H", "C", "C", "C", "C", "C", "C", "N", "O", "C", "C", "C", "H", "H", "H", "H", "H", "H", "H", "H", "H", "H", "H", "H", "H", "H", "H", "H", "H", "H", "H"], "coordinates": [[-0.596, 0.933, 0.373], [-1.263, 1.466, -3.813], [-0.713, 2.476, -2.765], [-0.902, 3.921, -3.131], [-1.417, 2.224, -1.553], [-2.225, 1.749, -4.240], [-1.463, 0.481, -3.391], [-0.573, 1.406, -4.654], [0.362, 2.314, -2.690], [-1.826, 4.143, -3.664], [-0.065, 4.246, -3.750], [-0.764, 4.544, -2.247], [-2.348, 2.181, -1.786], [1.155, 4.515, 0.836], [1.798, 3.180, 0.434], [3.253, 3.155, 0.415], [1.422, 2.123, 1.291], [1.156, 4.629, 1.920], [0.097, 4.558, 0.578], [1.735, 5.272, 0.307], [1.580, 2.967, -0.613], [3.730, 3.366, 1.372], [3.703, 3.933, -0.202], [3.710, 2.247, 0.022], [1.795, 2.323, 2.153], [0.396, -1.873, 3.762], [-0.448, -1.666, 2.506], [-1.713, -2.453, 2.592], [-0.647, -0.337, 2.398], [0.805, -2.871, 3.608], [-0.185, -1.884, 4.684], [1.262, -1.253, 3.996], [0.131, -2.027, 1.657], [-2.387, -2.045, 1.838], [-2.076, -2.214, 3.592], [-1.647, -3.540, 2.549], [-0.595, 0.080, 3.261], [-3.941, 1.043, 3.007], [-3.523, 2.037, 1.977], [-2.379, 2.905, 2.426], [-2.932, 1.424, 0.833], [-4.727, 0.393, 2.621], [-4.433, 1.528, 3.850], [-3.268, 0.275, 3.388], [-4.317, 2.714, 1.662], [-1.853, 3.404, 1.612], [-1.596, 2.242, 2.795], [-2.619, 3.641, 3.195], [-3.625, 1.212, 0.204], [2.822, -0.761, 0.272], [2.249, -1.898, -0.698], [2.411, -3.232, 0.033], [1.581, -4.416, -0.577], [0.143, -3.992, -0.743], [-0.077, -2.647, -1.510], [0.830, -1.594, -0.918], [0.675, -0.318, -1.462], [0.116, -2.891, -3.045], [-1.601, -2.210, -1.267], [3.074, -2.021, -1.981], [2.112, -0.664, 1.094], [2.760, 0.168, -0.295], [3.822, -0.964, 0.655], [3.396, -3.656, -0.160], [2.391, -3.145, 1.119], [1.610, -5.341, -0.001], [1.976, -4.800, -1.518], [-0.244, -3.966, 0.276], [-0.449, -4.796, -1.181], [0.951, -3.541, -3.309], [-0.791, -3.344, -3.447], [0.211, -2.000, -3.665], [-1.808, -2.212, -0.197], [-1.873, -1.270, -1.746], [-2.255, -3.006, -1.624], [4.131, -1.953, -1.723], [2.827, -1.213, -2.670], [3.030, -2.946, -2.555], [0.956, -0.459, -2.369]], "forces_ev_per_a": [[-0.3, 0.3, 0.0], [0.3, 0.6, -0.2], [-1.1, -0.7, -1.4], [0.8, 0.6, -0.4], [0.7, -0.5, 1.1], [-0.1, 0.5, 0.1], [0.6, -0.1, 0.2], [0.0, -0.2, 0.0], [-0.1, -0.4, 0.9], [-0.1, 0.0, 0.2], [-0.1, -0.1, -0.5], [-0.5, 0.0, 0.2], [-0.2, 0.1, 0.1], [0.2, -0.8, -0.3], [-0.4, 0.6, -0.3], [3.2, 1.2, -0.1], [-1.5, -1.0, -0.3], [0.5, 0.3, 0.0], [0.1, 0.0, -0.4], [-0.3, 0.4, 0.3], [-1.1, -0.5, 0.1], [-0.2, -0.2, 0.5], [-0.3, 0.3, -0.3], [-0.5, -0.3, 0.2], [0.0, -0.1, 0.2], [0.4, -1.7, 0.1], [2.4, -2.5, 1.2], [-0.8, 0.5, 0.7], [-1.0, 3.6, -1.3], [0.1, -0.3, 0.6], [-0.4, -0.1, -0.1], [-0.1, 0.5, -0.8], [0.1, 0.4, -0.3], [-0.3, -0.3, 0.1], [-0.7, -0.1, 0.0], [0.3, 0.1, -0.3], [0.0, 0.1, 0.0], [-1.8, -1.0, 0.4], [1.5, 1.0, 0.1], [0.9, 0.3, 0.8], [-0.2, -0.8, -1.0], [-0.3, 0.1, -0.4], [0.3, 0.2, 0.1], [0.9, 0.7, -0.2], [-0.4, -0.4, 0.0], [-0.6, 0.3, -0.3], [0.1, -0.1, 0.5], [-0.1, -0.1, 0.1], [-0.1, -0.3, -0.1], [-1.2, -0.7, -1.4], [1.0, -0.2, 0.9], [0.2, -2.1, -0.7], [-0.3, 0.5, 0.0], [-0.3, 0.2, 0.2], [-0.8, 0.3, -0.2], [-0.7, -1.8, 1.6], [-0.3, -0.3, -0.3], [-0.3, 0.0, 0.2], [1.4, -0.9, 0.1], [0.5, 0.6, -0.3], [0.1, -0.1, 0.1], [0.4, 0.1, 0.2], [0.0, -0.1, -0.3], [0.6, 0.8, 0.1], [-0.7, 0.0, 0.0], [0.1, 0.3, 0.6], [0.4, 0.6, -0.3], [-0.3, 0.7, 0.1], [-0.1, 0.2, -0.5], [0.0, 0.0, 0.3], [0.0, -0.3, 0.2], [0.2, 0.4, 0.3], [0.2, 0.5, 0.0], [0.1, 0.0, 0.1], [0.1, 0.0, -0.4], [0.0, 0.4, 0.0], [0.3, 0.2, -0.2], [-0.6, -0.2, 0.3], [0.0, 0.7, -0.7]], "homo_ev": [-7.166, -11.319], "energy_ha": -2110.7897, "total_charge": 1, "multiplicity": 4, "lumo_energy_ev": [-2.161, -2.221], "gap_ev": [5.00, 9.10], "de_lowest_kj_mol": 222.6}

- Number 4 is which compound?
  C21H51NO5Ti